2 unconnected molecules or ions with the total composition C15H33F5N4O5P2S at a distorted geometry. Source: the OMol25 dataset; level of theory: ωB97M-V with the def2-TZVPD basis set.

Calculated values
LUMO energy   -0.423 eV
Structure (SMILES)   CCCCN(C(=O)OP(C)C)S(=O)(=O)C(F)(F)C(F)(F)F.CN(C)P(=O)(N(C)C)N(C)C
Electronic energy   -75284.4920 eV

```
! wB97M-V def2-TZVPD RIJCOSX def2/J DEFGRID3
* xyz 0 1
C 7.18 -0.70 0.75
C 6.07 0.11 0.00
C 5.33 -0.70 -1.10
C 4.95 0.17 -2.33
N 3.84 1.12 -1.94
C 2.61 0.56 -2.54
O 2.40 0.53 -3.68
O 1.68 0.03 -1.68
P 1.32 1.25 -0.50
C 2.01 0.76 1.15
C -0.50 1.52 -0.41
S 4.08 2.67 -2.58
O 2.91 3.47 -2.48
O 4.48 2.64 -3.95
C 5.44 3.57 -1.68
F 5.58 4.71 -2.34
F 6.60 2.93 -1.79
C 5.15 3.96 -0.20
F 5.31 2.96 0.65
F 6.04 4.90 0.12
F 3.96 4.48 -0.01
H 8.15 -0.36 0.36
H 7.14 -0.49 1.82
H 7.03 -1.77 0.55
H 5.30 0.48 0.70
H 6.54 1.00 -0.43
H 5.95 -1.57 -1.40
H 4.41 -1.10 -0.65
H 4.60 -0.54 -3.09
H 5.81 0.69 -2.77
H 1.50 -0.14 1.52
H 1.90 1.62 1.81
H 3.08 0.55 0.98
H -1.01 0.62 -0.01
H -0.68 2.43 0.17
H -0.88 1.71 -1.43
C -6.27 -0.21 2.31
N -4.96 -0.05 1.70
C -4.86 1.32 1.18
P -4.18 -1.22 0.66
O -2.75 -0.86 1.00
N -4.12 -2.77 1.46
C -4.98 -3.15 2.58
C -2.78 -3.27 1.79
N -5.73 -1.63 -0.11
C -5.97 -3.05 -0.47
C -5.78 -0.95 -1.44
H -7.09 -0.20 1.58
H -6.45 0.61 3.01
H -6.34 -1.11 2.91
H -5.51 1.47 0.30
H -3.83 1.55 0.89
H -5.16 2.05 1.93
H -4.70 -2.63 3.50
H -4.90 -4.23 2.75
H -6.03 -2.97 2.39
H -2.37 -2.76 2.67
H -2.09 -3.13 0.96
H -2.81 -4.34 2.01
H -5.16 -3.46 -1.08
H -6.90 -3.12 -1.04
H -6.12 -3.70 0.38
H -4.99 -1.31 -2.11
H -5.66 0.13 -1.35
H -6.74 -1.12 -1.93
*
```